No. 1
{
  "formula": "C4H30O15P",
  "method": "ωB97M-V with the def2-TZVPD basis set",
  "e_homo_ev": -2.6,
  "mol_weight_g_mol": 349.243,
  "total_charge": -1,
  "species": ["C", "C", "C", "C", "O", "P", "O", "O", "O", "H", "H", "H", "H", "H", "H", "H", "H", "O", "H", "H", "O", "H", "H", "O", "H", "H", "O", "H", "H", "O", "H", "H", "O", "H", "H", "O", "H", "H", "O", "H", "H", "O", "H", "H", "O", "H", "H", "O", "H", "H"],
  "positions_angstrom": [[0.5408, 2.1590, -1.0761], [-0.4912, 1.0742, -0.5259], [-1.4966, 1.6849, 0.5659], [-1.8439, 3.2176, 0.4038], [-1.1047, 4.1826, 0.6855], [0.5857, -0.2182, 0.3160], [-0.0197, -0.7675, 1.6178], [0.7232, -1.5631, -0.7460], [2.1367, 0.4453, 0.4940], [1.3549, 1.7066, -1.7153], [0.9888, 2.6675, -0.1555], [-0.0569, 2.9169, -1.6829], [-1.1547, 1.4956, 1.6383], [-2.4738, 1.1088, 0.4621], [-2.9010, 3.4575, 0.0366], [-0.1935, -1.8637, -0.9259], [2.7980, -0.2382, 0.7057], [-1.4728, -3.5396, -2.0106], [-1.2268, -4.3932, -2.3820], [-1.9761, -3.7660, -1.2205], [1.3246, 5.6864, -1.2107], [0.6675, 5.2787, -0.6246], [2.1628, 5.5263, -0.7650], [-0.0824, -5.2566, -0.0160], [0.4217, -4.5122, 0.3387], [0.5916, -5.8819, -0.3015], [1.0345, 6.0357, -4.2127], [0.4060, 6.7478, -4.0643], [1.1956, 5.6806, -3.3260], [4.7048, 0.3137, 1.5555], [5.2102, -0.5011, 1.6562], [4.6824, 0.6870, 2.4436], [-1.3720, -2.7821, 3.5649], [-0.6209, -2.2428, 3.2734], [-1.6999, -3.1777, 2.7513], [-2.0020, -5.4377, 5.7568], [-1.9889, -5.0368, 4.8781], [-2.2734, -4.7167, 6.3353], [-1.5048, 5.0238, -3.6370], [-1.9972, 5.8119, -3.3829], [-1.0584, 5.2773, -4.4531], [3.2058, 2.6027, -2.7056], [3.7446, 2.2178, -3.4056], [3.2439, 3.5508, -2.8745], [-3.5615, -3.7992, -4.3634], [-3.7642, -3.2587, -5.1339], [-3.0239, -3.2198, -3.8049], [-0.0591, -7.0423, 7.3847], [-0.8859, -6.6205, 7.1152], [0.5820, -6.7213, 6.7431]]
}

No. 2
{
  "formula": "C4H31NO11",
  "method": "ωB97M-V with the def2-TZVPD basis set",
  "e_homo_ev": -8.2,
  "mol_weight_g_mol": 269.288,
  "smiles": "C=C(C)NC.O.O.O.O.O.O.O.O.O.O.O",
  "relative_energy_kcal_mol": 53.8,
  "species": ["C", "C", "C", "N", "C", "H", "H", "H", "H", "H", "H", "H", "H", "H", "O", "H", "H", "O", "H", "H", "O", "H", "H", "O", "H", "H", "O", "H", "H", "O", "H", "H", "O", "H", "H", "O", "H", "H", "O", "H", "H", "O", "H", "H", "O", "H", "H"],
  "positions_angstrom": [[1.7217, 2.2437, 0.5291], [1.4314, 1.2755, 1.4204], [0.3773, 0.2092, 1.1166], [2.2146, 1.1606, 2.5619], [2.2742, -0.0623, 3.3122], [0.9567, 2.5812, -0.1544], [2.6825, 2.7394, 0.4803], [-0.4644, 0.0821, 1.7746], [1.0725, -0.6267, 1.0575], [-0.0987, 0.3826, 0.1541], [2.9937, 1.7954, 2.5514], [1.9804, -0.9478, 2.7559], [1.9621, -0.0898, 4.3569], [3.3295, -0.3782, 3.4602], [2.0846, -1.2502, -1.3382], [1.1987, -1.1915, -1.7531], [2.3857, -2.1366, -1.5703], [2.6996, 1.1605, -2.4079], [2.7447, 0.4209, -1.7604], [2.8475, 1.9152, -1.8251], [-3.1269, 2.8457, 1.0704], [-2.6918, 3.6751, 1.3068], [-2.8209, 2.7202, 0.1559], [0.9550, -3.8697, -2.2493], [0.2857, -3.6559, -1.5825], [0.8548, -3.2418, -2.9707], [-1.5672, 2.1790, -1.3651], [-1.7716, 1.2382, -1.4403], [-0.6188, 2.1761, -1.5363], [-1.2408, 1.9372, 3.0198], [-1.8551, 2.4422, 2.4510], [-0.4966, 1.8824, 2.4055], [-1.1073, -3.5984, -0.1503], [-1.3071, -4.3573, 0.4096], [-0.9146, -2.9154, 0.5035], [0.1637, 0.2080, -2.4314], [1.0788, 0.5816, -2.4786], [-0.2897, 0.4265, -3.2515], [-3.0184, 0.4825, -3.4979], [-3.6087, -0.1738, -3.0965], [-3.3253, 1.2373, -2.9826], [-2.3008, -1.8143, -1.9225], [-1.5574, -1.2360, -2.1172], [-1.9854, -2.5810, -1.4212], [-1.2137, -2.1007, 2.4894], [-1.6432, -2.5912, 3.1969], [-1.2711, -1.1797, 2.7634]]
}

No. 3
{
  "formula": "C4H32ClN8O16",
  "method": "ωB97M-V with the def2-TZVPD basis set",
  "e_homo_ev": -7.0,
  "mol_weight_g_mol": 483.793,
  "total_charge": -1,
  "relative_energy_kcal_mol": 12.9,
  "species": ["Cl", "O", "O", "O", "O", "O", "H", "H", "O", "H", "H", "O", "H", "H", "O", "H", "H", "O", "H", "H", "O", "H", "H", "O", "H", "H", "O", "H", "H", "C", "O", "N", "N", "H", "H", "H", "H", "C", "O", "N", "N", "H", "H", "H", "H", "C", "O", "N", "N", "H", "H", "H", "H", "C", "O", "N", "N", "H", "H", "H", "H"],
  "positions_angstrom": [[0.0094, 0.4452, -0.2555], [-0.2864, 1.8165, -0.6056], [-0.9563, -0.1061, 0.6570], [-0.1694, -0.3256, -1.4532], [1.3440, 0.3261, 0.2256], [-1.2141, 4.3139, 1.0723], [-1.8759, 3.7172, 0.7057], [-1.4478, 4.3947, 2.0007], [-0.2163, 4.9606, -1.4199], [-0.5466, 4.5374, -0.6171], [0.7299, 4.8022, -1.4043], [-0.7697, -3.2751, 0.3763], [-0.9682, -2.3450, 0.5288], [-0.0287, -3.4619, 0.9593], [3.2041, -1.9673, -0.9453], [2.8052, -1.6507, -0.1295], [2.5456, -2.5584, -1.3209], [-1.4145, 1.1255, 3.3322], [-1.1395, 1.2928, 2.4235], [-2.1594, 1.7166, 3.4729], [2.5538, 3.8078, 0.8028], [2.8860, 4.2192, 0.0004], [1.6358, 3.5901, 0.6020], [1.7077, 1.8059, 2.8339], [1.5243, 0.9409, 3.2123], [1.8293, 1.6380, 1.8959], [1.8178, 1.7635, -3.2586], [1.8087, 1.2536, -4.0756], [1.8135, 1.0991, -2.5629], [-3.5732, -2.1431, -1.7144], [-3.3560, -3.1244, -1.0118], [-3.3463, -0.8867, -1.3009], [-4.0739, -2.2078, -2.9726], [-2.8196, -0.8192, -0.4432], [-3.4858, -0.1171, -1.9295], [-4.1294, -1.3941, -3.5580], [-4.6342, -3.0143, -3.1893], [-2.9834, -2.1186, 3.4840], [-3.3047, -3.3049, 3.4566], [-1.7529, -1.6141, 3.3231], [-3.9492, -1.1590, 3.3317], [-0.9141, -2.1660, 3.3329], [-1.6527, -0.6161, 3.1958], [-3.7733, -0.1994, 3.0996], [-4.8575, -1.5668, 3.1890], [0.3070, -1.4443, -5.1212], [1.4006, -0.8927, -4.9245], [-0.4947, -1.8323, -4.1119], [-0.1994, -1.5976, -6.3633], [-0.2819, -1.4693, -3.1938], [-1.4593, -1.7187, -4.3858], [0.3311, -1.1364, -7.0812], [-1.1564, -1.8984, -6.4086], [4.6012, -0.3915, 3.1175], [4.0755, -1.4995, 3.2101], [4.5194, 0.3195, 1.9932], [5.4220, 0.2035, 4.0213], [3.7844, 0.1347, 1.3322], [4.9877, 1.1960, 2.1285], [5.7225, -0.2789, 4.8497], [6.0238, 0.8809, 3.5915]]
}

No. 4
{
  "formula": "C4H32F12LiN2O24S4",
  "method": "ωB97M-V with the def2-TZVPD basis set",
  "e_homo_ev": -6.2,
  "mol_weight_g_mol": 855.475,
  "total_charge": -1,
  "species": ["Li", "C", "F", "F", "F", "S", "O", "O", "N", "S", "O", "O", "C", "F", "F", "F", "C", "F", "F", "F", "S", "O", "O", "N", "S", "O", "O", "C", "F", "F", "F", "O", "H", "H", "O", "H", "H", "O", "H", "H", "O", "H", "H", "O", "H", "H", "O", "H", "H", "O", "H", "H", "O", "H", "H", "O", "H", "H", "O", "H", "H", "O", "H", "H", "O", "H", "H", "O", "H", "H", "O", "H", "H", "O", "H", "H", "O", "H", "H"],
  "positions_angstrom": [[-0.5635, -2.5112, -1.7784], [-3.3322, -1.6858, 2.1209], [-4.4415, -1.5891, 2.8360], [-2.3712, -1.4142, 2.9870], [-3.2303, -2.9165, 1.5866], [-3.1482, -0.5181, 0.5427], [-3.6751, -1.2444, -0.6150], [-3.7291, 0.7515, 0.9644], [-1.3804, -0.5821, 0.3708], [-1.0634, 0.8883, 0.8142], [-1.4819, 1.8833, -0.2311], [-1.4118, 1.1085, 2.2294], [0.9656, 0.9295, 0.7135], [1.3615, 1.9149, 1.5140], [1.4738, -0.2541, 1.1329], [1.3298, 1.2086, -0.5426], [8.4488, -0.4298, -1.5526], [7.4934, 0.2219, -0.9105], [8.0368, -1.6223, -2.0644], [8.8532, 0.3015, -2.5828], [9.9223, -0.7116, -0.3238], [9.1956, -1.3233, 0.7752], [10.8286, -1.5937, -1.1116], [10.5154, 0.9897, -0.0807], [12.1099, 0.8777, -0.1713], [12.7140, 0.1019, 0.9161], [12.6790, 0.6122, -1.4380], [12.4625, 2.8256, 0.2367], [11.9582, 3.2457, 1.3780], [13.7951, 3.0692, 0.2454], [11.9451, 3.5388, -0.7228], [-3.8199, 1.3229, -4.8375], [-4.1284, 0.8446, -4.0679], [-4.3400, 2.1265, -4.8450], [-7.5111, -5.8213, 6.0158], [-8.1121, -6.5639, 5.9548], [-7.7615, -5.2498, 5.2899], [5.5592, 5.7774, 0.2102], [5.6491, 5.1167, -0.4766], [4.6186, 5.8170, 0.3833], [-4.5912, 2.7402, 5.6212], [-4.5219, 2.0709, 6.3019], [-3.6845, 2.9661, 5.4135], [-5.0059, -3.9754, -4.3125], [-4.7631, -3.2879, -3.6923], [-5.3830, -3.5054, -5.0562], [1.2108, 6.1396, 1.1033], [0.9425, 5.8280, 1.9677], [1.5213, 7.0322, 1.2558], [-1.5915, -1.8396, -4.4135], [-0.9407, -2.0926, -5.0681], [-1.9651, -1.0246, -4.7489], [6.5004, 1.8351, 2.6636], [5.8451, 1.9028, 1.9691], [6.0125, 1.5184, 3.4238], [-8.2615, 2.8490, 0.1473], [-8.5415, 2.1546, 0.7436], [-7.7378, 2.3992, -0.5158], [-7.8439, -4.6172, -0.0186], [-8.2915, -4.5035, -0.8570], [-6.9620, -4.9049, -0.2544], [-8.4581, -0.1961, -2.5904], [-8.8228, 0.2765, -3.3386], [-8.1009, -1.0009, -2.9658], [-3.7844, 5.4132, -1.4670], [-3.2922, 4.6405, -1.1898], [-3.1615, 5.9207, -1.9873], [0.5064, -3.3462, 2.2988], [0.0186, -2.7316, 1.7506], [0.1616, -3.2070, 3.1808], [2.4991, -2.1863, -2.3422], [3.0542, -1.6236, -1.8024], [3.0537, -2.4309, -3.0831], [-9.4545, -0.4964, 1.2577], [-8.9580, -1.1060, 1.8037], [-9.1494, -0.6689, 0.3669], [-1.2740, -5.2392, -1.0466], [-2.0137, -5.7982, -1.2842], [-1.1856, -5.3477, -0.0997]]
}